[1]
# C24H21BrCl5IrN7OS

A molecular structure, C24H21BrCl5IrN7OS (ωB97M-V/def2-TZVPD, the OMol25 dataset).

ORCA input file:
```
! wB97M-V def2-TZVPD RIJCOSX def2/J DEFGRID3
* xyz 1 1
Ir -0.201 0.927 -0.745
N 0.186 3.549 -0.743
N -0.889 4.422 -0.936
C -1.994 3.925 -1.526
N -3.076 4.715 -1.503
S -1.991 2.436 -2.290
H 0.603 3.695 0.170
H 0.881 3.734 -1.460
H -0.969 5.202 -0.302
H -3.134 5.526 -0.911
H -3.920 4.368 -1.922
Br -6.162 -2.483 -0.962
C -4.573 -1.495 -0.890
C -4.353 -0.607 0.148
C -3.167 0.101 0.160
N -2.224 -0.045 -0.773
C -2.458 -0.897 -1.776
C -3.616 -1.641 -1.878
H -5.090 -0.457 0.924
H -2.979 0.833 0.929
H -1.677 -0.988 -2.519
H -3.761 -2.319 -2.707
C 0.418 0.257 4.705
N -0.114 0.799 3.469
C -0.881 2.017 3.361
C -1.104 2.109 1.868
O -1.728 2.986 1.320
N -0.475 1.034 1.256
C 0.115 0.305 2.250
N 0.830 -0.784 2.067
H -0.135 0.687 5.536
H 1.476 0.499 4.825
H 0.279 -0.823 4.740
H -0.336 2.895 3.714
H -1.836 1.956 3.887
H 0.951 -1.158 1.123
H 1.350 -1.175 2.832
Cl 2.256 2.412 1.696
C 2.724 1.683 0.169
C 1.768 1.301 -0.765
C 2.273 0.956 -2.010
Cl 1.034 0.637 -3.194
C 3.614 0.867 -2.336
Cl 4.102 0.393 -3.908
C 4.548 1.168 -1.345
Cl 6.224 1.039 -1.677
C 4.098 1.602 -0.098
Cl 5.247 2.038 1.100
C 0.314 -0.932 -0.684
C 0.668 -2.085 -0.787
C 1.078 -3.465 -0.905
C 0.847 -4.159 -2.093
C 1.234 -5.484 -2.218
C 1.858 -6.132 -1.161
C 2.095 -5.448 0.023
C 1.708 -4.124 0.151
H 0.366 -3.650 -2.918
H 1.051 -6.011 -3.145
H 2.161 -7.165 -1.261
H 2.584 -5.948 0.849
H 1.901 -3.594 1.076
*
```

Computed properties:
E_tot ... -6762.98623 Ha
Gap between HOMO and LUMO ... 7.8 eV
LUMO energy ... -2.5071 eV
HOMO ... -10.31 eV

[2]
# C24H21F5N2O3PSeTa

A molecular structure, C24H21F5N2O3PSeTa at a distorted geometry (ωB97M-V/def2-TZVPD, the OMol25 dataset).

ORCA input file:
```
! wB97M-V def2-TZVPD RIJCOSX def2/J DEFGRID3
* xyz 2 1
Ta 0.232 -0.443 0.226
C 4.267 -1.429 -0.053
O 4.856 -0.153 0.185
C 4.191 0.991 -0.030
C 4.996 2.124 -0.217
C 4.456 3.367 -0.481
C 3.083 3.519 -0.563
C 2.248 2.423 -0.351
C 0.838 2.606 -0.465
N -0.060 1.666 -0.340
N -1.368 2.009 -0.499
C -2.179 1.018 -0.303
O -1.640 -0.167 0.039
C -3.610 1.203 -0.462
C -4.130 2.498 -0.605
C -5.483 2.680 -0.795
C -6.333 1.579 -0.848
C -5.825 0.295 -0.702
C -4.472 0.103 -0.502
C 2.806 1.156 -0.055
O 1.934 0.149 0.207
H 5.098 -2.126 -0.104
H 3.727 -1.445 -1.002
H 3.605 -1.727 0.762
H 6.066 1.975 -0.162
H 5.107 4.214 -0.643
H 2.651 4.484 -0.795
H 0.465 3.602 -0.692
H -3.459 3.343 -0.559
H -5.885 3.677 -0.903
H -7.394 1.725 -1.003
H -6.489 -0.557 -0.748
H -4.074 -0.899 -0.392
C -0.010 1.124 3.446
P -0.034 -0.597 2.859
C -1.609 -1.276 3.453
C 1.265 -1.431 3.816
H -0.184 1.126 4.523
H -0.790 1.712 2.960
H 0.957 1.586 3.244
H -1.541 -1.397 4.535
H -1.823 -2.245 3.003
H -2.419 -0.587 3.215
H 1.090 -1.212 4.870
H 2.250 -1.055 3.538
H 1.234 -2.509 3.667
F -1.298 -7.347 -0.067
C -0.901 -6.157 -0.453
C -0.801 -5.130 0.477
F -1.099 -5.319 1.754
C -0.387 -3.893 0.038
F -0.286 -2.867 0.954
C -0.063 -3.614 -1.269
Se 0.628 -1.921 -1.806
C -0.172 -4.654 -2.184
F 0.137 -4.421 -3.451
C -0.586 -5.917 -1.787
F -0.679 -6.889 -2.667
*
```

Computed properties:
E_tot ... -4561.01602 Ha
Gap between HOMO and LUMO ... 6.1 eV
LUMO energy ... -7.9371 eV
HOMO ... -14.07 eV

[3]
# C24H21FN2O5

C24H21FN2O5 in the gas phase at a distorted geometry (ωB97M-V/def2-TZVPD, the OMol25 dataset).

ORCA input file:
```
! wB97M-V def2-TZVPD RIJCOSX def2/J DEFGRID3
* xyz 0 1
C -4.990 -3.044 -1.382
O -4.904 -1.966 -0.484
C -3.684 -1.418 -0.244
C -2.499 -1.819 -0.829
C -1.288 -1.192 -0.529
C -1.276 -0.148 0.378
C -2.466 0.260 0.984
C -3.667 -0.353 0.689
O -4.871 -0.022 1.225
C -4.915 1.003 2.186
C -0.003 0.579 0.730
C 0.098 1.962 0.109
C -0.890 2.507 -0.702
C -0.736 3.767 -1.263
C 0.415 4.496 -1.038
C 1.410 3.941 -0.243
N 2.636 4.671 -0.029
O 2.657 5.840 -0.350
O 3.573 4.066 0.444
C 1.259 2.691 0.336
N 1.160 -0.194 0.329
C 2.125 -0.471 1.234
O 2.083 -0.062 2.379
C 3.272 -1.297 0.733
C 4.449 -0.670 0.341
C 5.537 -1.423 -0.063
C 5.430 -2.802 -0.059
F 6.484 -3.542 -0.458
C 4.274 -3.448 0.341
C 3.192 -2.684 0.741
C 1.104 -0.668 -1.031
C -0.019 -1.696 -1.163
H -4.399 -3.901 -1.041
H -4.667 -2.757 -2.389
H -6.042 -3.321 -1.408
H -2.488 -2.634 -1.535
H -2.423 1.071 1.693
H -4.587 1.962 1.770
H -5.959 1.080 2.485
H -4.305 0.761 3.062
H 0.070 0.690 1.821
H -1.789 1.943 -0.898
H -1.518 4.175 -1.885
H 0.564 5.474 -1.469
H 2.043 2.298 0.967
H 4.515 0.407 0.356
H 6.459 -0.957 -0.373
H 4.233 -4.526 0.340
H 2.284 -3.168 1.070
H 2.065 -1.101 -1.313
H 0.900 0.189 -1.684
H -0.188 -1.929 -2.216
H 0.281 -2.622 -0.663
*
```

Computed properties:
E_tot ... -1512.65495 Ha
Gap between HOMO and LUMO ... 7.9 eV
SMILES ... COc1cc2c(cc1OC)[C@H](c1cccc([N+](=O)[O-])c1)N(C(=O)c1ccc(F)cc1)CC2
LUMO energy ... -0.4475 eV
HOMO ... -8.31 eV

[4]
# C24H21N2O4W

A molecular structure, C24H21N2O4W (ωB97M-V/def2-TZVPD, the OMol25 dataset).

ORCA input file:
```
! wB97M-V def2-TZVPD RIJCOSX def2/J DEFGRID3
* xyz -1 3
W -0.307 -0.843 -0.966
O 0.262 -2.200 0.245
C 1.192 -3.159 0.310
C 0.977 -4.294 1.070
C 1.952 -5.283 1.162
C 3.158 -5.123 0.478
C 3.381 -3.999 -0.288
C 2.408 -2.977 -0.409
C 2.634 -1.823 -1.177
N 1.744 -0.827 -1.384
C 2.215 0.328 -2.112
C 1.135 0.637 -3.126
N -0.126 0.610 -2.397
C -1.002 1.583 -2.765
C -2.252 1.849 -2.166
C -3.029 2.967 -2.532
C -4.237 3.234 -1.919
C -4.711 2.395 -0.913
C -3.972 1.279 -0.536
C -2.763 0.996 -1.155
O -2.080 -0.096 -0.848
H 0.035 -4.377 1.598
H 1.777 -6.166 1.764
H 3.924 -5.886 0.547
H 4.321 -3.881 -0.817
H 3.609 -1.714 -1.646
H 3.174 0.126 -2.597
H 2.336 1.185 -1.438
H 1.129 -0.139 -3.902
H 1.290 1.610 -3.599
H -0.668 2.265 -3.540
H -2.655 3.627 -3.307
H -4.812 4.103 -2.215
H -5.652 2.609 -0.423
H -4.312 0.608 0.242
O -1.192 -0.333 1.846
C -0.342 0.539 1.664
O 0.296 0.716 0.565
C 0.001 1.490 2.788
C -0.668 1.387 4.002
C -0.366 2.249 5.045
C 0.611 3.224 4.882
C 1.282 3.330 3.670
C 0.977 2.467 2.628
H -1.422 0.617 4.099
H -0.891 2.165 5.989
H 0.849 3.898 5.696
H 2.045 4.089 3.540
H 1.484 2.531 1.675
C -0.806 -2.240 -2.184
H -0.571 -3.295 -2.039
H -1.360 -2.056 -3.107
*
```

Computed properties:
<S²> ... 2.09
E_tot ... -1404.80278 Ha
Gap between HOMO and LUMO (alpha / beta) ... 5.2 / 7.5 eV
LUMO energy (alpha / beta) ... 2.9732 / 2.6866 eV
HOMO (alpha / beta) ... -2.20 / -4.78 eV

Q: Which value of E_tot does entry 1 give?
A: -6762.98623 Ha